ORCA calculation (ωB97M-V/def2-TZVPD) on a cluster of 15 separate species, C30H90O30 in total at a distorted geometry.

Last column: Mulliken charge in e.
Geometry (Å):
C1 -2.370712 1.398701 4.931770  -0.258
C2 -3.273806 2.022220 5.994777  -0.253
O1 -3.904905 3.039695 5.258209  -0.558
O2 -1.392328 2.328704 4.520473  -0.325
H1 -2.967309 1.084817 4.075231  0.388
H2 -1.996303 0.430925 5.265419  -0.185
H3 -2.676912 2.570618 6.723534  0.229
H4 -3.854597 1.241797 6.486442  0.372
H5 -3.357246 3.336790 4.527864  0.314
H6 -0.544006 2.090643 4.901618  0.216
C3 -0.145235 -6.695824 -3.145474  -0.969
C4 -1.090961 -6.448347 -1.967051  -0.246
O3 -1.393711 -5.090315 -1.791572  0.059
O4 1.216198 -6.343174 -2.931791  -0.520
H7 -0.623664 -6.222085 -4.002658  0.342
H8 -0.070074 -7.765803 -3.339350  0.439
H9 -0.579930 -6.813351 -1.076139  0.305
H10 -2.103610 -6.846883 -2.028706  0.420
H11 -2.079792 -4.999189 -1.126298  -0.052
H12 1.497489 -6.930391 -2.226345  0.301
C5 4.472989 3.258520 3.477935  -0.192
C6 5.262748 2.335330 4.486843  -0.391
O5 6.580059 2.886370 4.634293  -0.528
O6 5.268025 3.677756 2.380156  -0.523
H13 3.975387 4.109534 3.942959  0.289
H14 3.454556 2.940124 3.255402  0.244
H15 5.140201 1.294700 4.186551  0.239
H16 4.935058 2.311035 5.526133  0.301
H17 6.991680 2.519721 5.420251  0.301
H18 4.664443 3.808891 1.645244  0.372
C7 0.429982 5.000423 5.050768  0.408
C8 0.237532 6.563264 4.934343  -0.394
O7 1.034852 7.127678 6.034076  -0.525
O8 1.607458 4.587757 5.645349  -0.593
H19 0.501805 4.794854 3.982746  -0.038
H20 -0.490812 4.450307 5.244707  0.060
H21 -0.797606 6.874227 5.075439  0.380
H22 0.806767 6.889748 4.064016  0.139
H23 0.401537 7.614034 6.566967  0.294
H24 1.681821 3.631959 5.595176  0.309
C9 -5.843099 -2.793686 -2.530409  -0.138
C10 -4.516385 -3.456463 -3.246751  -0.444
O9 -3.429705 -2.843187 -2.698971  0.129
O10 -5.946033 -1.441940 -2.711937  -0.563
H25 -5.839300 -2.795571 -1.440425  -0.046
H26 -6.721049 -3.255808 -2.981785  0.386
H27 -4.486749 -3.154535 -4.293678  0.231
H28 -4.346203 -4.517244 -3.062621  0.393
H29 -2.679603 -3.420753 -2.858273  -0.083
H30 -5.040159 -1.145230 -2.598062  0.238
C11 -2.032509 -3.277282 2.625371  -0.533
C12 -2.169632 -4.468427 1.655894  -0.563
O11 -3.048212 -4.288570 0.579073  -0.474
O12 -1.127751 -2.283267 2.134535  -0.098
H31 -1.552411 -3.602536 3.548320  0.181
H32 -2.910545 -2.742811 2.987989  0.427
H33 -2.396479 -5.475200 2.006671  0.681
H34 -1.197319 -4.588995 1.178220  0.079
H35 -3.512167 -5.125201 0.499041  0.262
H36 -1.509268 -1.839339 1.373630  -0.264
C13 -4.786193 -1.041645 0.706201  0.566
C14 -4.646813 0.271046 -0.155717  -0.394
O13 -3.896572 -0.082116 -1.343268  -0.553
O14 -5.263581 -0.773150 2.011399  -0.547
H37 -3.819843 -1.544259 0.746785  -0.443
H38 -5.371507 -1.858910 0.284786  0.112
H39 -4.171429 1.085998 0.390140  0.235
H40 -5.632731 0.629297 -0.451887  0.395
H41 -3.105254 0.440118 -1.192668  0.058
H42 -6.191560 -0.980238 2.143995  0.331
C15 1.565010 -2.410210 -3.119322  -0.060
C16 0.139258 -2.610725 -3.707448  1.227
O15 0.036071 -2.348102 -5.071546  -0.631
O16 2.251336 -3.685423 -3.379973  -0.478
H43 1.325400 -2.332249 -2.058848  -0.170
H44 2.127936 -1.561093 -3.506905  0.479
H45 -0.600170 -2.000354 -3.188984  -0.630
H46 -0.215347 -3.626114 -3.530405  -0.496
H47 0.766755 -2.790941 -5.509254  0.340
H48 1.636702 -4.399098 -3.194262  0.338
C17 1.181383 -1.834630 4.362034  -0.070
C18 -0.080156 -2.056493 5.158406  0.241
O17 -0.052126 -1.319976 6.404367  -0.583
O18 2.465912 -1.935692 5.021458  -0.600
H49 1.154039 -0.880390 3.835944  0.219
H50 1.256215 -2.523403 3.520542  0.070
H51 -0.282163 -3.126970 5.195414  0.386
H52 -0.810797 -1.643326 4.463017  -0.218
H53 -0.949484 -1.221345 6.730906  0.330
H54 3.179908 -2.185853 4.430497  0.302
C19 4.230447 -4.610021 -0.899725  -0.417
C20 3.009146 -3.924538 -0.100364  0.437
O19 3.140459 -4.004205 1.335096  -0.532
O20 3.912926 -6.022739 -1.165054  -0.607
H55 5.204446 -4.438074 -0.441608  0.366
H56 4.313707 -4.208096 -1.909492  0.204
H57 2.144964 -4.544433 -0.339175  -0.157
H58 2.759778 -2.977434 -0.578801  0.052
H59 3.578835 -3.179992 1.558926  0.347
H60 3.412602 -6.027276 -1.984354  0.306
C21 -0.392763 -0.201375 -0.361342  -0.726
C22 -0.878636 0.893634 0.656115  0.091
O21 -1.924829 1.583169 0.062444  -0.280
O22 -1.386488 -1.256857 -0.514519  0.476
H61 0.515911 -0.688277 -0.007302  0.363
H62 -0.097112 0.295849 -1.285177  0.361
H63 -0.080227 1.606980 0.860519  0.170
H64 -1.170849 0.557619 1.651011  -0.117
H65 -1.720400 2.504601 -0.112964  0.096
H66 -2.186443 -1.009144 -0.983885  -0.178
C23 -1.699436 0.883515 -5.079003  0.086
C24 -0.228691 0.982174 -5.698324  -0.296
O23 -0.065837 0.064697 -6.725330  -0.586
O24 -2.624705 1.345847 -6.076134  -0.544
H67 -1.743302 1.585796 -4.246544  0.031
H68 -1.963152 -0.126211 -4.764379  0.173
H69 0.507723 0.888181 -4.900220  0.197
H70 -0.072229 1.865754 -6.317126  0.309
H71 0.133810 -0.836493 -6.461517  0.392
H72 -3.046209 0.525083 -6.341237  0.328
C25 2.643994 3.756414 -0.976088  -0.123
C26 1.617164 4.482906 -0.088353  -0.165
O25 0.325954 3.954931 -0.460933  -0.224
O26 3.805596 3.777063 -0.188888  -0.472
H73 2.710842 4.256312 -1.942393  0.243
H74 2.519986 2.686711 -1.144792  -0.022
H75 1.599088 5.569636 -0.170746  0.433
H76 1.816732 4.212227 0.948474  -0.084
H77 -0.211623 4.717569 -0.686742  0.148
H78 4.550435 3.762266 -0.794365  0.283
C27 -2.127938 5.698907 -3.032780  -0.369
C28 -1.308387 5.234296 -4.241954  -0.211
O27 -2.275441 4.888329 -5.209060  -0.533
O28 -1.203181 5.962421 -1.960794  -0.512
H79 -2.767529 4.884828 -2.691753  0.190
H80 -2.807683 6.542902 -3.149857  0.372
H81 -0.689328 4.491503 -3.738849  0.164
H82 -0.687345 6.051106 -4.609698  0.263
H83 -2.212329 3.953584 -5.418525  0.313
H84 -1.655196 6.557981 -1.358625  0.268
C29 5.258165 1.677913 -1.854478  -0.008
C30 6.014221 0.876897 -2.926038  -0.473
O29 5.287085 -0.310512 -3.144727  -0.463
O30 5.705943 2.942259 -2.051209  -0.589
H85 5.554809 1.324612 -0.866907  0.205
H86 4.176533 1.547668 -1.889173  0.112
H87 7.013204 0.633522 -2.564262  0.375
H88 5.982213 1.353271 -3.905905  0.222
H89 5.768986 -1.140741 -3.134792  0.278
H90 6.658898 2.921992 -1.936861  0.314

Force components x, y, z for each atom (eV/Å):
C -0.232 -1.458 0.949
C 2.067 0.584 -1.679
O -2.425 0.620 0.465
O 0.254 -0.145 -0.373
H -0.282 0.495 -0.184
H 0.820 0.087 0.271
H 0.322 -0.596 0.515
H -0.844 0.500 -0.310
H 0.296 -0.207 0.176
H -0.016 -0.049 0.081
C -1.053 -0.930 0.139
C 0.066 0.119 0.577
O 0.777 1.392 -0.622
O -0.488 0.926 0.032
H 0.795 0.303 -0.285
H -0.830 -0.198 -0.139
H -0.065 -0.341 0.338
H 0.445 -1.444 -0.603
H -0.080 0.383 0.400
H 0.321 0.033 0.227
C -0.522 0.647 1.478
C -0.345 1.272 0.041
O 0.036 -0.480 -0.927
O -0.281 -0.723 0.537
H 1.421 1.056 1.032
H 0.212 -1.929 -1.072
H 0.927 -0.199 -0.574
H -1.298 0.415 -0.178
H -0.104 -0.092 -0.004
H -0.103 0.024 -0.432
C -1.428 0.808 -3.081
C 2.565 -1.061 2.656
O -1.110 0.279 -0.400
O 0.513 0.236 1.018
H 0.113 -0.506 -0.592
H 0.027 0.126 1.264
H 0.061 -0.104 -0.752
H -0.856 0.178 -0.340
H 0.265 0.103 0.275
H -0.080 0.001 -0.038
C 1.022 -1.973 -0.618
C -2.379 0.956 0.767
O 2.184 1.319 1.349
O 0.348 1.573 -1.631
H 0.277 -1.873 0.210
H -0.098 -0.239 0.319
H -0.869 -0.625 -0.467
H -1.089 -0.397 -0.391
H 0.434 0.169 0.238
H 0.284 0.948 0.204
C 0.649 0.177 0.214
C 1.137 -0.211 -0.062
O -1.236 0.341 -1.046
O 0.029 -0.429 0.277
H 0.012 -0.524 -0.132
H -0.734 -0.510 -0.515
H 0.066 0.315 1.324
H 0.576 0.223 0.408
H -0.463 0.292 -0.110
H -0.162 0.034 -0.614
C 0.000 0.398 -0.248
C -0.941 -1.755 0.122
O -0.190 0.634 0.822
O 0.488 0.324 0.609
H 0.407 0.416 0.405
H -0.464 0.518 -0.637
H 0.187 -0.390 0.142
H -0.080 -0.115 -0.142
H 0.429 0.519 -0.447
H 0.054 -0.053 -0.451
C -1.890 -2.627 -0.118
C 0.280 0.693 0.636
O -0.001 0.403 -1.122
O 0.633 1.817 -0.077
H 0.652 0.315 0.325
H -0.014 -0.264 -0.044
H 0.084 0.413 -0.054
H 0.349 -0.308 0.370
H 0.149 -0.263 -0.080
H -0.162 -0.271 0.201
C 2.109 0.057 -1.332
C 0.551 0.726 -0.132
O 0.136 -0.703 -0.873
O -0.825 0.158 1.183
H -0.212 0.533 0.382
H -0.788 -0.412 0.039
H 0.034 -0.096 0.974
H -0.398 0.059 0.183
H -0.088 -0.139 -0.029
H -0.451 -0.074 -0.294
C -2.033 -0.096 -0.579
C 0.958 -2.128 -0.939
O 0.063 0.968 -1.259
O 0.742 0.705 0.982
H -0.164 -0.668 0.460
H -0.185 0.689 0.186
H 0.003 -0.159 -0.012
H 0.396 0.583 0.767
H 0.153 -0.010 0.463
H 0.115 0.216 -0.126
C -0.931 0.020 1.383
C 1.648 -0.287 -0.584
O -1.689 0.417 -0.653
O 1.504 0.294 0.353
H -0.133 -0.181 0.261
H -0.465 0.017 -0.298
H 0.438 -0.115 -0.198
H -0.209 -0.698 -0.165
H 0.446 0.016 0.061
H -0.244 0.229 -0.237
C 1.664 1.461 -1.226
C -1.594 -0.643 0.283
O 0.342 -1.090 -1.328
O 0.058 -0.708 0.631
H -0.118 -0.108 0.327
H 0.322 -0.028 0.139
H 0.231 0.049 0.093
H -0.373 0.884 1.056
H -0.237 0.065 0.727
H -0.345 0.323 -0.555
C -0.168 0.484 1.057
C -0.953 -1.802 -0.706
O 0.000 0.361 0.412
O 1.174 0.812 0.093
H 0.359 0.103 -0.066
H -1.423 0.048 -0.132
H 0.426 -0.053 -0.236
H 0.074 0.041 0.076
H -0.392 0.029 -0.440
H 0.661 -0.035 -0.046
C 0.119 -0.204 0.790
C -1.320 1.353 1.395
O 0.567 -0.615 -0.248
O 0.006 0.376 0.178
H -0.096 -0.340 -0.336
H 0.310 0.242 -0.575
H 0.213 -0.708 -0.969
H 0.129 -0.091 -0.050
H -0.100 -0.184 -0.190
H 0.131 0.109 0.119
C 0.953 -2.537 -0.288
C -1.306 -1.510 0.124
O -0.942 -1.257 0.045
O 0.029 3.215 0.186
H -0.057 -0.269 0.242
H 0.083 0.410 -0.565
H 0.276 0.376 -0.225
H 0.509 0.739 0.333
H 0.382 0.332 0.051
H 0.108 0.356 0.045

Results
- E_HOMO (eV) = -9.32
- LUMO energy (eV) = -0.01
- spin multiplicity = 1
- ΔE to the lowest compared entry with this formula, charge and spin (eV) = 8.379